Entry 1:
Entry from the OMol25 dataset: a 9-piece molecular cluster, C24H69N3O12 overall in a non-equilibrium geometry (ωB97M-V/def2-TZVPD).

Geometry (Å):
C1 -8.180 -6.295 -0.152
O1 -7.174 -6.140 -1.130
C2 -5.903 -6.489 -0.651
C3 -4.809 -5.769 -1.426
N1 -5.024 -5.920 -2.878
C4 -4.090 -5.118 -3.671
C5 -2.596 -5.205 -3.359
O2 -2.304 -4.364 -2.251
C6 -0.982 -4.483 -1.797
H1 -9.166 -6.137 -0.583
H2 -8.019 -5.527 0.614
H3 -8.157 -7.300 0.282
H4 -5.798 -7.579 -0.661
H5 -5.777 -6.170 0.394
H6 -3.852 -6.192 -1.086
H7 -4.745 -4.710 -1.173
H8 -4.660 -6.862 -3.052
H9 -4.371 -4.060 -3.672
H10 -4.147 -5.391 -4.730
H11 -2.031 -4.879 -4.236
H12 -2.364 -6.242 -3.080
H13 -0.262 -4.416 -2.621
H14 -0.822 -5.387 -1.199
H15 -0.750 -3.634 -1.148
C7 4.201 9.430 4.418
O3 4.209 8.032 4.669
C8 3.032 7.418 4.197
C9 3.201 5.939 4.480
N2 2.218 5.051 3.880
C10 2.546 4.673 2.513
C11 1.505 3.718 1.956
O4 1.312 2.616 2.804
C12 0.027 2.043 2.689
H16 4.077 9.608 3.349
H17 5.104 9.885 4.820
H18 3.395 9.872 5.019
H19 2.923 7.597 3.120
H20 2.143 7.782 4.725
H21 3.215 5.739 5.555
H22 4.215 5.619 4.192
H23 2.044 4.208 4.409
H24 3.548 4.226 2.412
H25 2.541 5.590 1.921
H26 1.768 3.457 0.927
H27 0.559 4.271 1.860
H28 0.050 1.133 3.282
H29 -0.163 1.822 1.635
H30 -0.772 2.682 3.073
C13 1.222 7.166 -0.977
O5 1.293 5.835 -1.433
C14 0.021 5.342 -1.834
C15 0.181 4.077 -2.646
N3 0.814 3.057 -1.825
C16 1.392 1.946 -2.553
C17 2.090 1.017 -1.575
O6 3.058 1.759 -0.852
C18 3.427 1.195 0.394
H31 0.502 7.261 -0.154
H32 0.857 7.837 -1.765
H33 2.214 7.485 -0.674
H34 -0.606 6.048 -2.392
H35 -0.506 5.132 -0.892
H36 0.796 4.223 -3.546
H37 -0.845 3.819 -2.934
H38 1.508 3.495 -1.237
H39 2.087 2.256 -3.342
H40 0.570 1.362 -2.975
H41 2.613 0.175 -2.036
H42 1.350 0.633 -0.863
H43 2.518 0.914 0.938
H44 3.957 1.940 0.986
H45 4.083 0.338 0.212
C19 0.592 -5.212 1.291
O7 1.154 -4.445 2.355
H46 1.133 -4.962 0.381
H47 0.622 -6.285 1.477
H48 -0.450 -4.913 1.140
H49 0.943 -4.861 3.194
C20 -0.493 -1.461 -4.121
O8 0.832 -1.290 -4.575
H50 -1.021 -0.543 -4.394
H51 -0.958 -2.320 -4.618
H52 -0.665 -1.560 -3.040
H53 1.397 -2.009 -4.239
C21 -3.227 -1.516 -0.873
O9 -2.749 -0.794 0.243
H54 -4.103 -1.066 -1.351
H55 -2.483 -1.608 -1.673
H56 -3.463 -2.526 -0.552
H57 -2.485 0.088 -0.036
C22 1.157 -1.500 3.912
O10 0.971 -0.920 5.200
H58 0.161 -1.684 3.510
H59 1.674 -0.848 3.205
H60 1.683 -2.453 3.984
H61 1.781 -0.458 5.434
C23 0.413 -1.446 0.601
O11 1.683 -2.058 0.682
H62 0.095 -1.240 -0.423
H63 -0.372 -2.050 1.057
H64 0.392 -0.474 1.103
H65 1.639 -2.759 1.345
C24 3.024 -2.755 -2.164
O12 2.847 -2.945 -3.576
H66 2.347 -1.979 -1.819
H67 2.716 -3.661 -1.629
H68 4.047 -2.549 -1.849
H69 3.654 -3.397 -3.845

Computed properties:
- electronic energy (Eh) = -2022.69685
- HOMO-LUMO gap (eV) = 8.94
- HOMO energy (eV) = -8.56
- max |F| (Eh/bohr) = 0.0323
- SMILES = COCCNCCOC.COCCNCCOC.COCCNCCOC.CO.CO.CO.CO.CO.CO
- relative energy (zero: lowest compared OMol25 entry of this formula, charge and spin) (eV) = 0.000

Here are the Mulliken charges for atoms 1 to 4, given in e:
1 C -0.738
2 O -0.298
3 C -0.767
4 C -0.039

---

Entry 2:
Entry from the OMol25 dataset: C24H70FeO12 as an isolated structure in a non-equilibrium geometry (ωB97M-V/def2-TZVPD).

Geometry (Å):
Fe1 5.746 -7.072 13.969
C1 2.352 -4.590 15.085
C2 3.360 -5.426 15.863
O1 4.431 -6.026 15.142
H1 2.113 -5.268 14.265
H2 2.749 -3.644 14.718
H3 1.419 -4.497 15.641
H4 2.837 -6.212 16.408
H5 3.711 -4.855 16.722
C3 2.293 -8.337 12.445
C4 3.298 -9.237 13.049
O2 4.429 -8.513 13.391
H6 2.437 -8.193 11.374
H7 2.058 -7.396 12.942
H8 1.377 -8.919 12.344
H9 3.550 -10.076 12.400
H10 2.917 -9.460 14.045
C5 4.949 -10.942 9.783
C6 6.339 -10.488 10.183
O3 6.482 -9.094 10.140
H11 4.868 -12.014 9.968
H12 4.598 -10.773 8.766
H13 4.166 -10.488 10.390
H14 7.116 -10.956 9.579
H15 6.368 -10.874 11.202
H16 6.299 -8.885 9.221
C7 4.703 -13.197 12.955
C8 4.172 -14.596 13.062
O4 3.027 -14.579 13.867
H17 4.134 -12.491 13.560
H18 4.904 -12.868 11.935
H19 5.722 -13.255 13.335
H20 4.919 -15.266 13.487
H21 3.828 -15.017 12.117
H22 2.388 -14.003 13.440
C9 3.572 -12.333 16.566
C10 4.106 -10.945 16.578
O5 4.951 -10.878 15.481
H23 2.899 -12.563 15.740
H24 2.936 -12.395 17.448
H25 4.336 -13.111 16.582
H26 4.672 -10.627 17.454
H27 3.318 -10.210 16.415
H28 4.406 -11.206 14.762
C11 -1.561 -8.016 11.647
C12 -1.171 -9.455 11.307
O6 -2.272 -10.127 10.650
H29 -0.932 -7.575 12.420
H30 -2.534 -8.155 12.118
H31 -1.746 -7.410 10.760
H32 -0.966 -9.927 12.268
H33 -0.350 -9.682 10.627
H34 -2.885 -10.448 11.315
C13 -0.360 -9.133 15.030
C14 -0.677 -7.979 15.936
O7 -1.484 -7.086 15.194
H35 -0.446 -8.793 13.999
H36 -0.963 -10.029 15.182
H37 0.673 -9.441 15.190
H38 0.175 -7.397 16.285
H39 -1.101 -8.364 16.864
H40 -1.361 -6.207 15.559
C15 7.307 -8.374 17.523
C16 7.480 -8.898 16.102
O8 6.239 -8.572 15.429
H41 8.026 -8.848 18.191
H42 6.327 -8.588 17.951
H43 7.546 -7.312 17.563
H44 7.574 -9.976 15.972
H45 8.410 -8.503 15.694
H46 5.576 -9.257 15.537
C17 1.418 -13.782 10.255
C18 1.635 -12.573 11.155
O9 0.886 -12.732 12.374
H47 2.332 -13.919 9.676
H48 0.681 -13.512 9.499
H49 1.168 -14.707 10.774
H50 1.325 -11.661 10.646
H51 2.664 -12.382 11.462
H52 -0.049 -12.563 12.237
C19 2.341 -7.142 7.973
C20 3.566 -7.903 8.539
O10 4.603 -7.805 7.570
H53 1.713 -7.177 8.863
H54 1.874 -7.609 7.106
H55 2.623 -6.100 7.821
H56 3.310 -8.946 8.726
H57 3.957 -7.399 9.423
H58 4.207 -8.193 6.786
C21 9.236 -7.608 11.398
C22 8.660 -8.541 12.517
O11 7.246 -8.297 12.722
H59 8.832 -7.850 10.415
H60 10.294 -7.869 11.362
H61 9.199 -6.531 11.558
H62 9.201 -8.392 13.451
H63 8.879 -9.569 12.229
H64 6.844 -8.652 11.926
C23 4.691 -3.791 12.601
C24 4.453 -5.154 11.959
O12 5.547 -6.076 12.181
H65 5.178 -3.744 13.575
H66 3.854 -3.094 12.648
H67 5.514 -3.338 12.049
H68 4.292 -4.999 10.892
H69 3.501 -5.480 12.378
H70 6.252 -5.868 11.564

Computed properties:
- electronic energy (Eh) = -3122.64569
- HOMO-LUMO gap (spin up / spin down) (eV) = 3.57 / 7.51
- HOMO energy (spin up / spin down) (eV) = -3.22 / -7.81
- max |F| (Eh/bohr) = 0.0667
- spin multiplicity = 7

Here are the Mulliken charges for atoms 1 to 4, given in e:
1 Fe 1.505
2 C -0.642
3 C -0.681
4 O -0.711

---

Entry 3:
Entry from the OMol25 dataset: C24H70O17V as an isolated structure in a non-equilibrium geometry (ωB97M-V/def2-TZVPD).

Geometry (Å):
V1 -0.454 -0.195 0.209
C1 2.845 2.837 0.064
C2 1.837 1.957 0.811
O1 0.772 1.574 -0.073
H1 3.840 2.419 0.142
H2 2.879 3.848 0.590
H3 2.692 2.878 -1.044
H4 1.444 2.506 1.657
H5 2.287 1.042 1.232
C3 -1.421 -0.492 4.358
C4 -0.677 0.268 3.200
O2 -0.099 -0.593 2.297
H6 -2.308 0.098 4.659
H7 -0.766 -0.707 5.209
H8 -1.723 -1.540 4.073
H9 0.051 1.024 3.561
H10 -1.424 0.868 2.656
C5 1.564 -2.966 3.836
C6 2.303 -1.667 3.852
O3 2.569 -1.114 2.563
O4 0.264 -2.933 3.318
H11 1.518 -3.282 4.873
H12 2.230 -3.717 3.340
H13 3.229 -1.687 4.392
H14 1.638 -0.930 4.378
H15 1.730 -0.590 2.366
H16 0.052 -2.061 2.892
C7 -2.872 3.508 3.321
C8 -1.640 4.294 2.928
O5 -1.901 5.272 1.934
O6 -3.315 2.788 2.179
H17 -3.655 4.102 3.800
H18 -2.562 2.741 4.106
H19 -0.919 3.472 2.672
H20 -1.253 4.788 3.845
H21 -1.344 5.257 1.183
H22 -3.577 3.408 1.446
C9 -0.853 -0.205 -4.412
C10 -0.852 -0.909 -3.058
O7 -1.099 -0.043 -1.950
O8 0.337 0.509 -4.603
H23 -1.717 0.435 -4.587
H24 -0.952 -0.984 -5.168
H25 0.157 -1.248 -2.881
H26 -1.520 -1.747 -3.030
H27 -0.546 0.732 -2.171
H28 0.387 1.252 -3.944
C11 0.412 3.450 -2.655
C12 -0.950 3.763 -2.228
O9 -1.079 3.802 -0.842
O10 0.577 2.065 -2.438
H29 1.102 4.125 -2.185
H30 0.366 3.578 -3.746
H31 -1.562 2.970 -2.634
H32 -1.321 4.729 -2.613
H33 -0.706 2.933 -0.563
H34 0.724 1.884 -1.294
C13 -3.151 -1.177 0.712
C14 -3.349 0.207 0.237
O11 -2.202 0.961 0.442
O12 -1.947 -1.774 0.187
H35 -4.033 -1.773 0.452
H36 -3.010 -1.138 1.750
H37 -4.261 0.575 0.737
H38 -3.611 0.190 -0.827
H39 -2.339 1.688 1.115
H40 -1.854 -2.621 0.710
C15 1.418 -3.656 -1.481
C16 1.227 -2.893 -0.184
O13 1.205 -1.435 -0.454
H41 0.640 -3.432 -2.240
H42 1.315 -4.776 -1.323
H43 2.328 -3.401 -1.992
H44 2.027 -3.145 0.539
H45 0.222 -3.101 0.264
H46 1.720 -1.290 -1.211
C17 3.938 0.539 -4.812
C18 3.708 -0.103 -3.444
O14 2.537 -0.900 -3.255
H47 4.736 1.289 -4.763
H48 2.967 1.027 -5.183
H49 4.284 -0.224 -5.566
H50 3.740 0.690 -2.707
H51 4.579 -0.790 -3.277
H52 1.830 -0.393 -3.656
C19 5.249 -3.377 -0.107
C20 5.768 -1.982 0.218
O15 4.815 -0.957 0.070
H53 4.502 -3.621 0.651
H54 6.050 -4.131 -0.106
H55 4.708 -3.391 -1.044
H56 6.579 -1.641 -0.415
H57 6.106 -1.969 1.268
H58 4.121 -1.027 0.732
C21 -1.896 -6.336 1.850
C22 -1.528 -5.148 0.978
O16 -1.668 -3.958 1.700
H59 -2.884 -6.223 2.286
H60 -1.230 -6.387 2.687
H61 -1.880 -7.318 1.304
H62 -2.150 -5.004 0.074
H63 -0.490 -5.265 0.629
H64 -1.008 -3.845 2.455
C23 -4.860 3.774 -2.687
C24 -5.054 3.930 -1.165
O17 -3.925 3.726 -0.341
H65 -5.771 3.800 -3.279
H66 -4.295 2.848 -2.759
H67 -4.301 4.609 -3.040
H68 -5.760 3.144 -0.834
H69 -5.516 4.902 -1.039
H70 -3.083 4.136 -0.677

Computed properties:
- electronic energy (Eh) = -3179.46183
- HOMO-LUMO gap (spin up / spin down) (eV) = 7.43 / 9.38
- HOMO energy (spin up / spin down) (eV) = -6.99 / -8.93
- max |F| (Eh/bohr) = 0.0609
- spin multiplicity = 4

Here are the Mulliken charges for atoms 1 to 4, given in e:
1 V -0.233
2 C -1.254
3 C 0.648
4 O -0.062

---

Entry 4:
Entry from the OMol25 dataset: a 8-piece molecular cluster, C24H71N7O7 overall in a non-equilibrium geometry (ωB97M-V/def2-TZVPD).

Geometry (Å):
C1 1.358 2.531 26.250
O1 -0.028 2.710 26.125
C2 -0.468 3.043 24.851
C3 -1.997 3.115 24.890
C4 -2.572 1.736 25.132
N1 -2.376 3.705 23.633
H1 1.816 1.764 25.595
H2 1.477 2.292 27.313
H3 1.823 3.518 26.057
H4 -0.266 4.047 24.507
H5 -0.055 2.351 24.088
H6 -2.094 3.795 25.762
H7 -3.663 1.692 25.342
H8 -2.133 1.368 26.040
H9 -2.397 1.089 24.249
H10 -2.111 4.699 23.674
H11 -3.368 3.784 23.693
C5 2.908 7.467 26.940
O2 3.096 7.750 25.570
C6 2.440 6.779 24.779
C7 2.747 7.021 23.259
C8 2.026 8.206 22.683
N2 2.466 5.844 22.476
H12 1.826 7.397 27.153
H13 3.359 8.218 27.588
H14 3.345 6.501 27.204
H15 2.689 5.739 25.150
H16 1.340 6.869 24.881
H17 3.784 7.259 23.154
H18 2.117 9.058 23.339
H19 0.986 7.891 22.554
H20 2.365 8.470 21.683
H21 2.751 5.013 22.977
H22 1.496 5.641 22.187
C9 3.170 1.965 18.986
O3 2.284 2.158 20.071
C10 0.969 2.525 19.726
C11 0.001 2.224 20.818
C12 0.388 0.825 21.311
N3 -1.340 2.430 20.296
H23 3.913 1.218 19.251
H24 3.690 2.912 18.783
H25 2.624 1.606 18.104
H26 0.968 3.588 19.472
H27 0.581 1.957 18.856
H28 0.104 2.929 21.634
H29 1.356 0.895 21.788
H30 0.485 0.161 20.440
H31 -0.392 0.453 21.979
H32 -2.110 2.194 20.934
H33 -1.380 1.818 19.518
C13 -3.083 1.569 14.261
O4 -3.344 2.800 14.857
C14 -2.453 3.083 15.878
C15 -2.593 4.490 16.432
C16 -2.599 5.480 15.280
N4 -1.555 4.800 17.442
H34 -3.707 1.541 13.380
H35 -3.384 0.733 14.899
H36 -2.008 1.438 14.058
H37 -2.540 2.392 16.727
H38 -1.440 2.963 15.444
H39 -3.552 4.526 16.929
H40 -1.717 5.398 14.624
H41 -2.654 6.533 15.575
H42 -3.468 5.214 14.679
H43 -1.689 4.207 18.274
H44 -0.608 4.693 17.072
C17 3.111 6.885 19.162
O5 1.917 6.362 18.603
C18 1.515 7.025 17.390
C19 2.097 6.334 16.204
C20 1.631 6.936 14.942
N5 1.754 4.907 16.232
H45 2.898 7.940 19.283
H46 3.997 6.750 18.512
H47 3.304 6.506 20.169
H48 0.413 6.917 17.336
H49 1.777 8.093 17.428
H50 3.194 6.459 16.286
H51 1.725 8.022 14.901
H52 0.561 6.757 14.821
H53 2.149 6.541 14.072
H54 2.206 4.454 15.442
H55 1.991 4.402 17.053
C21 -5.252 6.251 22.233
O6 -5.411 6.930 20.981
C22 -4.149 6.942 20.262
C23 -4.263 7.678 18.932
C24 -5.128 6.994 17.878
N6 -2.868 7.909 18.500
H56 -4.443 6.624 22.857
H57 -5.042 5.199 22.013
H58 -6.195 6.244 22.807
H59 -3.382 7.451 20.879
H60 -3.865 5.884 20.136
H61 -4.682 8.672 19.053
H62 -4.770 5.966 17.672
H63 -5.151 7.571 16.954
H64 -6.155 6.862 18.280
H65 -2.703 8.684 17.870
H66 -2.524 7.027 18.122
N7 -0.655 6.125 20.896
H67 -1.486 6.665 20.641
H68 -0.887 5.162 21.000
H69 -0.021 6.236 20.127
O7 -1.406 7.213 23.908
H70 -1.046 7.147 23.044
H71 -2.337 7.400 24.001

Computed properties:
- electronic energy (Eh) = -1866.84913
- HOMO-LUMO gap (eV) = 9.42
- HOMO energy (eV) = -8.79
- max |F| (Eh/bohr) = 0.0485
- SMILES = COC[C@H](C)N.COC[C@H](C)N.COC[C@H](C)N.COC[C@H](C)N.COC[C@H](C)N.COC[C@H](C)N.N.O

Here are the Mulliken charges for atoms 1 to 4, given in e:
1 C -0.417
2 O -0.404
3 C 0.045
4 C 0.334